(1)
The molecule C15H20ClNO, computed with ωB97M-V/def2-TZVPD.

Summary:
DFT total energy: -31940.551 eV
HOMO: -9.323 eV
Energy above the lowest of the compared OMol25 structures with the same formula, charge and spin: 0.0 kcal per mole
HOMO-LUMO gap: 10.0 eV
Structure (SMILES): O=C(NC1CCCCCCC1)c1cccc(Cl)c1

Atoms and positions in Å:
1 O -0.132 -2.772 0.912
2 C -0.255 -1.662 0.432
3 N 0.787 -0.857 0.136
4 H 0.617 0.012 -0.342
5 C 2.163 -1.242 0.349
6 C 2.945 -1.285 -0.975
7 H 4.005 -1.368 -0.732
8 C 2.722 -0.158 -1.990
9 C 2.920 1.283 -1.507
10 H 2.025 1.633 -0.993
11 H 3.023 1.911 -2.395
12 C 4.136 1.473 -0.593
13 H 4.724 0.557 -0.569
14 C 3.769 1.878 0.836
15 C 2.642 1.081 1.498
16 H 2.596 1.415 2.538
17 H 1.682 1.344 1.055
18 C 2.810 -0.442 1.501
19 H 2.350 -0.819 2.418
20 H 3.870 -0.695 1.544
21 H 3.471 2.930 0.839
22 H 4.667 1.795 1.454
23 H 4.788 2.250 -0.999
24 H 1.716 -0.249 -2.409
25 H 3.421 -0.345 -2.810
26 H 2.669 -2.211 -1.486
27 H 2.109 -2.278 0.710
28 C -1.597 -1.082 0.104
29 C -1.875 0.271 0.266
30 C -3.141 0.744 -0.033
31 C -4.134 -0.105 -0.496
32 C -3.854 -1.453 -0.642
33 C -2.597 -1.942 -0.337
34 H -2.369 -2.993 -0.432
35 H -4.625 -2.122 -0.992
36 H -5.113 0.285 -0.727
37 Cl -3.486 2.428 0.177
38 H -1.132 0.952 0.653

Atomic forces in eV per Å
O -0.07 -0.24 0.05
C -0.13 0.13 -0.06
N 0.26 0.27 -0.10
H -0.15 -0.08 -0.01
C 0.40 -0.30 0.17
C -0.20 0.05 -0.03
H 0.04 -0.07 0.00
C 0.03 0.00 0.11
C 0.18 -0.11 -0.13
H -0.11 0.08 0.01
H -0.10 0.04 0.05
C -0.12 0.20 0.06
H 0.10 -0.04 -0.02
C -0.06 -0.07 -0.05
C 0.29 -0.04 0.04
H -0.11 0.02 -0.05
H -0.09 0.06 0.06
C -0.27 0.08 -0.05
H 0.06 -0.06 0.00
H 0.09 -0.09 0.05
H 0.07 0.04 0.03
H 0.01 0.08 0.06
H 0.06 -0.08 -0.01
H 0.03 -0.05 -0.09
H -0.08 -0.01 -0.06
H 0.06 -0.03 0.03
H 0.01 0.24 -0.10
C -0.33 -0.04 0.02
C -0.02 -0.08 -0.04
C -0.02 -0.18 -0.08
C 0.04 0.12 0.05
C 0.05 0.00 0.00
C 0.14 -0.02 0.05
H 0.02 -0.09 0.01
H -0.06 -0.06 -0.04
H -0.07 0.06 -0.01
Cl -0.03 0.16 0.03
H 0.07 0.08 0.03

(2)
The molecule C15H20ClNO2, computed with ωB97M-V/def2-TZVPD.

Summary:
DFT total energy: -33988.309 eV
HOMO: -8.532 eV
Energy above the lowest of the compared OMol25 structures with the same formula, charge and spin: 0.0 kcal per mole
HOMO-LUMO gap: 9.3 eV
Structure (SMILES): O=C(O)[C@H]1CC[C@@H](CNCc2ccccc2Cl)CC1

Atoms and positions in Å:
1 O -1.502 2.510 -2.822
2 C -1.180 3.180 -1.877
3 O -1.497 4.482 -1.798
4 H -1.996 4.759 -2.584
5 C -0.403 2.735 -0.660
6 C 0.993 2.233 -1.053
7 C 0.932 0.905 -1.801
8 C 0.225 -0.155 -0.958
9 C -1.195 0.325 -0.659
10 C -1.162 1.642 0.107
11 H -2.180 1.980 0.314
12 H -0.658 1.488 1.065
13 H -1.731 -0.411 -0.057
14 H -1.734 0.457 -1.598
15 C 0.230 -1.508 -1.695
16 N -0.368 -2.641 -1.023
17 H -1.323 -2.435 -0.754
18 C 0.363 -3.221 0.085
19 C 0.483 -2.367 1.328
20 C 1.712 -1.847 1.720
21 C 1.829 -1.019 2.822
22 C 0.705 -0.691 3.561
23 C -0.528 -1.207 3.203
24 C -0.627 -2.041 2.102
25 Cl -2.189 -2.694 1.709
26 H -1.411 -0.970 3.776
27 H 0.784 -0.039 4.417
28 H 2.795 -0.628 3.102
29 H 2.589 -2.095 1.140
30 H -0.147 -4.155 0.345
31 H 1.365 -3.469 -0.277
32 H -0.309 -1.387 -2.641
33 H 1.264 -1.779 -1.932
34 H 0.765 -0.263 -0.012
35 H 0.391 1.039 -2.738
36 H 1.947 0.579 -2.039
37 H 1.495 2.986 -1.666
38 H 1.574 2.104 -0.136
39 H -0.301 3.617 -0.020

Atomic forces in eV per Å
O -0.06 -0.18 -0.20
C 0.01 0.02 0.03
O -0.10 0.70 0.18
H 0.10 -0.33 0.01
C 0.09 0.09 0.22
C -0.11 0.05 -0.28
C 0.10 -0.10 0.24
C -0.09 -0.14 -0.37
C 0.17 -0.10 0.25
C -0.18 0.04 -0.23
H 0.00 0.01 0.11
H -0.01 0.03 0.04
H -0.06 -0.04 -0.01
H -0.05 -0.07 -0.03
C 0.06 0.29 0.12
N -0.31 -0.08 0.02
H 0.05 -0.12 -0.06
C -0.16 -0.11 -0.02
C 0.00 -0.07 0.00
C -0.11 -0.08 0.10
C 0.09 0.03 0.01
C 0.02 0.03 0.00
C -0.08 0.00 -0.02
C 0.27 0.07 0.07
Cl -0.16 -0.06 -0.01
H -0.09 0.00 0.04
H 0.00 0.05 0.08
H 0.08 0.04 0.03
H 0.08 -0.03 -0.09
H 0.17 0.03 0.01
H -0.03 -0.05 0.09
H 0.13 0.09 -0.06
H 0.01 0.03 -0.11
H -0.03 0.07 -0.05
H 0.05 -0.04 -0.08
H 0.04 -0.02 -0.05
H 0.08 0.04 0.07
H 0.02 0.05 0.02
H 0.00 -0.13 -0.08

(3)
A structure of composition C15H20ClORu, computed with ωB97M-V/def2-TZVPD.

Summary:
2S+1: 5
DFT total energy: -33026.074 eV
HOMO (alpha / beta): -2.464 / -3.474 eV
Charge: -1
Energy above the lowest of the compared OMol25 structures with the same formula, charge and spin: 0.0 kcal per mole
HOMO-LUMO gap (alpha / beta): 5.9 / 6.7 eV

Atoms and positions in Å:
1 Ru 0.038 0.052 1.703
2 C 1.877 0.153 2.735
3 C 2.451 -0.616 1.657
4 C 2.431 0.163 0.484
5 H 2.830 -1.634 1.765
6 C 1.854 1.416 0.775
7 C 1.537 1.458 2.176
8 H 1.221 2.310 2.768
9 H 1.760 -0.133 3.773
10 H 2.834 -0.140 -0.489
11 H 1.737 2.261 0.087
12 C -2.216 0.094 2.232
13 C -1.374 1.228 2.602
14 C -1.143 1.975 1.365
15 H -1.102 1.524 3.601
16 C -1.855 1.330 0.319
17 C -2.487 0.185 0.837
18 H -3.115 -0.522 0.285
19 H -2.569 -0.655 2.931
20 H -0.623 2.926 1.308
21 H -1.917 1.706 -0.709
22 O -0.002 -1.388 0.258
23 C -0.252 -0.417 -2.874
24 C 0.374 -1.700 -2.430
25 C 0.565 0.793 -2.733
26 C -1.725 -0.402 -2.840
27 C 0.468 -2.127 -0.886
28 H 1.396 -1.785 -2.816
29 H -0.116 -2.542 -2.932
30 H -0.141 -3.025 -0.730
31 H 1.514 -2.376 -0.628
32 H 0.728 1.344 -3.654
33 H 1.515 0.528 -2.261
34 H 0.088 1.430 -1.990
35 H -2.209 -0.542 -3.801
36 H -2.069 0.493 -2.336
37 H -2.049 -1.208 -2.181
38 Cl -0.255 -2.153 2.629

Atomic forces in eV per Å
Ru 0.67 -0.36 -3.31
C 0.91 0.63 -0.12
C 0.48 0.04 0.96
C 0.30 0.62 0.13
H -0.43 0.38 -0.17
C 0.98 0.55 -0.40
C 0.43 -0.86 0.41
H 0.05 -0.06 -0.23
H 0.31 -0.02 -0.20
H -0.45 0.04 0.46
H -0.03 -0.56 0.27
C -1.08 1.35 -0.11
C -1.41 -0.03 -0.36
C -0.96 -0.36 0.33
H -0.19 0.12 0.14
C 0.22 1.17 0.03
C -0.22 -0.40 1.43
H 0.58 0.21 0.17
H 0.16 0.10 -0.33
H -0.01 -0.28 -0.12
H 0.19 -0.33 0.55
O -0.10 -0.35 -3.79
C 0.56 -1.51 0.61
C 0.48 -0.44 -0.12
C 0.18 0.19 0.73
C -0.12 -0.02 0.69
C -0.72 0.78 2.53
H 0.14 0.37 0.05
H -0.34 0.01 0.10
H 0.30 -0.38 -0.69
H 0.01 -0.09 -0.58
H 0.07 0.27 -0.20
H 0.12 0.11 -0.38
H -0.14 0.54 -0.02
H -0.22 0.16 -0.33
H -0.36 0.41 -0.34
H -0.16 -0.22 -0.07
Cl -0.20 -1.74 2.25

(4)
A cluster of 3 separate species, C15H20F4N4P in total, computed with ωB97M-V/def2-TZVPD.

Summary:
DFT total energy: -41990.228 eV
HOMO: -11.057 eV
Charge: +1
HOMO-LUMO gap: 5.4 eV

Atoms and positions in Å:
1 N -2.400 -1.777 -1.118
2 P -1.287 -2.357 -2.015
3 N 0.138 -1.361 -2.329
4 C 1.074 -1.831 -3.246
5 N 1.038 -1.425 -4.517
6 N 2.061 -2.696 -2.903
7 C 0.390 -0.061 -1.744
8 F 1.460 0.457 -2.399
9 F -0.626 0.773 -1.948
10 C 0.792 -0.095 -0.253
11 F -0.055 -0.823 0.479
12 F 0.741 1.169 0.176
13 H -2.171 -0.862 -0.746
14 H -1.769 -2.617 -3.314
15 H -0.715 -3.577 -1.597
16 H 1.874 -0.967 -4.874
17 H 0.201 -0.884 -4.709
18 H 1.898 -3.634 -3.266
19 H 2.146 -2.770 -1.894
20 H 1.823 -0.437 -0.179
21 C -5.292 3.082 1.247
22 C -4.035 2.935 0.680
23 C -3.586 1.675 0.311
24 C -4.396 0.563 0.499
25 C -5.655 0.713 1.064
26 C -6.101 1.971 1.441
27 H -5.642 4.064 1.538
28 H -3.405 3.801 0.528
29 H -2.600 1.563 -0.126
30 H -4.051 -0.419 0.211
31 H -6.288 -0.152 1.212
32 H -7.080 2.087 1.885
33 C 3.195 -0.197 3.330
34 C 4.423 -0.841 3.402
35 C 5.519 -0.323 2.727
36 C 5.391 0.844 1.986
37 C 4.164 1.490 1.916
38 C 3.065 0.968 2.586
39 H 2.339 -0.603 3.855
40 H 4.526 -1.746 3.986
41 H 6.476 -0.826 2.781
42 H 6.248 1.252 1.466
43 H 4.064 2.403 1.342
44 H 2.108 1.471 2.530

Atomic forces in eV per Å
N 1.15 0.20 -0.51
P -1.45 0.15 0.81
N 0.39 -0.94 -0.26
C 0.61 0.25 -0.56
N -0.60 0.89 1.18
N -1.44 -0.19 0.78
C -0.15 0.51 -0.25
F 0.22 0.00 -0.08
F -0.30 -0.18 0.05
C 0.17 0.57 -0.15
F -0.06 -0.40 -0.03
F 0.00 0.33 0.11
H -0.53 -0.02 0.39
H 0.55 -0.20 -0.12
H 0.20 0.06 -0.25
H 0.27 -0.88 -0.45
H 0.05 0.08 -0.25
H 0.83 0.14 -0.73
H 0.11 -0.03 0.09
H 0.09 -0.35 0.24
C -0.01 0.00 0.01
C 0.05 0.03 -0.01
C -0.03 -0.06 0.00
C 0.03 0.05 0.03
C -0.01 0.01 0.01
C 0.00 0.00 -0.01
H 0.00 0.01 0.00
H 0.01 0.01 0.01
H 0.02 0.03 -0.01
H -0.07 -0.05 0.01
H 0.00 -0.01 0.01
H -0.01 0.00 0.00
C -0.03 -0.03 -0.04
C 0.00 -0.03 -0.03
C 0.00 0.00 -0.01
C 0.00 -0.02 -0.03
C -0.02 -0.01 -0.07
C -0.04 -0.03 -0.05
H 0.00 0.02 0.03
H 0.00 0.00 0.01
H 0.01 0.01 0.02
H 0.01 0.01 0.01
H 0.00 0.02 0.02
H 0.01 0.04 0.05

(5)
A structure of composition C15H20FMgN4O4S, computed with ωB97M-V/def2-TZVPD.

Summary:
DFT total energy: -49034.015 eV
HOMO: -5.510 eV
Charge: -1
HOMO-LUMO gap: 8.3 eV

Atoms and positions in Å:
1 Mg -0.224 -1.671 -1.442
2 O 3.850 -1.922 2.759
3 C 4.469 -2.127 1.609
4 O 5.654 -2.366 1.542
5 C 3.636 -2.047 0.381
6 C 4.120 -2.235 -0.892
7 N 3.086 -2.056 -1.734
8 N 1.955 -1.765 -1.093
9 C 2.265 -1.764 0.191
10 C 1.115 -1.590 1.138
11 O 1.356 -1.471 2.350
12 O -0.031 -1.612 0.592
13 H 2.872 -1.723 2.627
14 H 5.115 -2.482 -1.224
15 H 3.045 -2.180 -2.731
16 C -0.145 3.803 -2.787
17 C -0.345 3.081 -1.447
18 C -1.680 3.517 -0.832
19 C 0.799 3.453 -0.495
20 C -0.351 1.618 -1.665
21 C -0.348 0.406 -1.869
22 H -0.138 4.888 -2.639
23 H -0.946 3.546 -3.481
24 H 0.802 3.504 -3.239
25 H -1.703 4.604 -0.700
26 H -1.824 3.051 0.146
27 H -2.514 3.225 -1.473
28 H 0.815 4.533 -0.316
29 H 1.759 3.154 -0.918
30 H 0.682 2.942 0.463
31 C -2.692 -3.092 1.702
32 N -2.806 -1.690 1.379
33 C -2.336 -0.692 2.333
34 C -2.161 0.566 1.472
35 N -2.652 0.141 0.163
36 C -2.852 -1.203 0.123
37 S -3.101 -2.071 -1.307
38 H -1.747 -3.257 2.227
39 H -2.697 -3.667 0.780
40 H -3.518 -3.427 2.335
41 H -1.392 -1.018 2.772
42 H -3.071 -0.548 3.128
43 H -1.115 0.865 1.408
44 H -2.749 1.401 1.850
45 H -2.195 0.523 -0.664
46 F -0.062 -3.141 -2.521

Atomic forces in eV per Å
Mg -0.21 -0.20 -0.44
O 0.34 -0.05 -0.06
C -0.08 0.00 0.05
O 0.04 -0.02 0.01
C 0.01 0.09 0.16
C 0.03 -0.01 -0.25
N -0.07 0.04 -0.04
N 0.50 -0.18 0.27
C -0.22 -0.01 -0.12
C -0.52 -0.03 -0.33
O -0.10 0.03 0.13
O 0.46 0.00 0.42
H -0.22 0.04 0.05
H -0.04 0.02 0.00
H 0.04 0.01 0.00
C -0.01 0.01 0.00
C 0.05 -0.11 -0.06
C -0.02 0.03 0.04
C -0.01 0.03 0.01
C 0.01 -0.44 -0.22
C 0.01 0.85 0.23
H 0.00 -0.04 0.00
H 0.01 0.01 0.01
H 0.00 0.01 0.00
H 0.00 -0.03 0.00
H 0.00 0.03 -0.04
H 0.01 0.01 0.01
H 0.00 -0.04 -0.01
H 0.00 0.00 0.00
H 0.00 0.00 0.00
C -0.05 0.04 0.00
N -0.03 -0.13 -0.13
C -0.05 -0.02 -0.01
C -0.03 -0.12 -0.11
N -0.02 -0.17 0.00
C -0.11 0.17 0.12
S 0.30 0.13 0.46
H 0.02 -0.02 -0.03
H 0.00 0.00 -0.04
H 0.00 0.05 0.03
H 0.03 -0.03 -0.01
H -0.03 -0.01 0.02
H 0.05 -0.01 -0.04
H -0.02 0.06 0.01
H -0.05 0.07 -0.03
F 0.04 -0.04 -0.07

(6)
A structure of composition C15H20FMnNO7S, computed with ωB97M-V/def2-TZVPD.

Summary:
2S+1: 5
DFT total energy: -76569.117 eV
HOMO (alpha / beta): -12.445 / -12.482 eV
Charge: +1
Energy above the lowest of the compared OMol25 structures with the same formula, charge and spin: 0.0 kcal per mole
HOMO-LUMO gap (alpha / beta): 7.5 / 9.1 eV

Atoms and positions in Å:
1 Mn -0.023 -0.634 -0.538
2 C -1.734 -0.340 1.918
3 C -2.312 0.616 0.901
4 O -2.225 0.035 -0.405
5 C -3.274 -0.886 -0.733
6 C -2.647 -2.109 -1.358
7 O -1.604 -2.480 -0.447
8 C -1.010 -3.765 -0.613
9 C 0.484 -3.571 -0.844
10 O 0.946 -2.411 -0.132
11 C 1.214 -2.498 1.282
12 C 0.023 -1.984 2.061
13 O -0.412 -0.736 1.469
14 H -2.340 -1.245 1.996
15 H -1.643 0.127 2.898
16 H -1.755 1.549 0.858
17 H -3.348 0.849 1.153
18 H -3.972 -0.404 -1.418
19 H -3.802 -1.177 0.177
20 H -2.221 -1.889 -2.338
21 H -3.388 -2.906 -1.440
22 H -1.446 -4.301 -1.456
23 H -1.200 -4.341 0.296
24 H 0.692 -3.348 -1.887
25 H 1.061 -4.440 -0.531
26 H 2.091 -1.879 1.450
27 H 1.427 -3.532 1.556
28 H 0.287 -1.804 3.104
29 H -0.813 -2.685 2.012
30 F -0.010 -0.957 -2.255
31 O 2.052 0.156 0.260
32 C 1.625 1.252 -0.138
33 N 0.377 1.294 -0.654
34 S -0.069 2.815 -1.180
35 O -1.127 3.290 -0.334
36 O -0.244 2.832 -2.593
37 C 1.483 3.531 -0.702
38 C 1.886 4.841 -0.838
39 C 3.162 5.159 -0.386
40 C 3.991 4.192 0.176
41 C 3.570 2.875 0.303
42 C 2.300 2.559 -0.143
43 H 1.240 5.587 -1.281
44 H 3.519 6.176 -0.475
45 H 4.979 4.471 0.515
46 H 4.209 2.115 0.732

Atomic forces in eV per Å
Mn -0.37 -0.12 -0.37
C 0.00 -0.03 -0.04
C 0.01 0.06 0.03
O 0.06 0.04 0.02
C 0.01 -0.04 0.02
C -0.02 0.04 0.03
O 0.02 0.04 -0.07
C 0.04 -0.07 0.03
C -0.07 0.06 -0.01
O 0.12 -0.02 0.07
C 0.00 0.03 -0.02
C -0.05 0.01 -0.02
O 0.05 -0.03 0.04
H 0.01 0.00 0.02
H -0.01 0.01 0.01
H -0.01 0.00 0.01
H 0.00 0.00 0.00
H 0.00 0.00 0.00
H -0.03 0.03 -0.01
H 0.01 -0.02 0.00
H 0.01 -0.01 -0.01
H -0.01 0.00 0.00
H -0.03 0.01 -0.01
H 0.02 0.01 0.01
H 0.01 -0.01 -0.02
H 0.01 -0.01 0.00
H 0.01 0.00 0.01
H 0.02 -0.03 0.01
H -0.01 0.02 0.03
F 0.13 0.06 0.22
O 0.03 0.09 -0.05
C -0.02 -0.12 -0.02
N 0.04 -0.02 0.11
S -0.05 0.02 0.04
O 0.04 0.02 -0.03
O 0.02 -0.03 -0.01
C -0.01 -0.13 0.04
C -0.04 0.04 -0.03
C 0.01 -0.05 0.02
C 0.02 0.03 0.00
C -0.02 0.00 0.00
C 0.06 0.13 -0.02
H 0.01 0.01 0.01
H -0.01 0.01 -0.01
H 0.00 0.01 0.00
H -0.01 -0.01 0.00